{"formula": "C23H29BF4N9Zr", "method": "the ωB97M-V functional and the def2-TZVPD basis", "symbols": ["H", "C", "C", "H", "H", "N", "C", "H", "C", "H", "C", "C", "H", "C", "C", "H", "C", "C", "C", "N", "F", "C", "H", "Zr", "H", "H", "B", "C", "C", "H", "H", "H", "H", "C", "N", "C", "C", "H", "C", "H", "H", "H", "F", "N", "F", "H", "H", "H", "H", "H", "N", "C", "F", "H", "H", "C", "H", "N", "N", "C", "H", "N", "C", "C", "H", "N", "H"], "xyz": [[1.529, -2.159, 4.877], [0.673, 0.588, 6.266], [1.723, 4.108, -2.459], [-3.084, -4.067, -3.921], [1.660, -2.390, 7.746], [1.229, -1.231, 5.128], [-1.647, 2.638, -2.690], [3.422, 4.975, -3.384], [1.232, -1.329, 2.083], [-3.925, -0.585, -3.408], [1.203, -1.239, 0.734], [0.851, -0.213, 2.886], [0.167, 1.838, 2.752], [-2.899, -3.122, -1.477], [2.822, 5.101, -2.479], [1.545, -2.070, 0.126], [0.404, 0.974, 0.835], [0.445, 0.963, 2.182], [-3.648, -1.616, -3.182], [0.771, 2.077, -2.314], [2.045, -1.768, -2.343], [0.873, -0.193, 4.284], [-0.597, -1.539, -4.516], [0.785, -0.031, -2.001], [-1.814, 1.918, -3.493], [-0.329, -2.854, -1.074], [2.902, -0.785, -3.028], [-1.415, -1.207, -3.872], [-0.209, 3.006, -2.564], [1.241, -0.987, 9.721], [-2.225, 3.527, -2.936], [3.486, 4.979, -1.622], [-1.828, -0.973, -0.469], [0.445, 1.376, 7.421], [-3.248, -1.728, -1.773], [0.348, 4.259, -2.658], [1.115, -0.771, 6.397], [-2.044, 2.254, -1.747], [-2.136, -0.881, -1.512], [-2.412, 0.150, -1.739], [0.120, 2.403, 7.328], [2.842, 2.385, -2.095], [3.976, -1.179, -3.619], [-0.910, -1.248, -2.398], [1.838, -0.151, -3.851], [0.499, 1.346, 9.537], [1.579, -2.250, 2.528], [-1.682, -0.176, -4.112], [-2.604, -3.213, -0.431], [-1.406, -3.781, -4.401], [-1.800, -3.554, -2.344], [-0.641, -2.767, -2.117], [2.993, 0.196, -1.953], [0.152, -3.094, -2.787], [0.078, 1.856, 0.296], [1.092, -0.572, 8.733], [-0.175, 5.182, -2.848], [0.760, -0.120, 0.051], [0.534, 0.904, 4.977], [0.658, 0.785, 8.627], [-4.515, -2.249, -3.359], [-2.551, -2.045, -4.054], [-2.212, -3.440, -3.749], [1.327, -1.367, 7.640], [2.421, 6.110, -2.479], [1.938, 2.807, -2.255], [-3.766, -3.756, -1.648]], "forces_ev_per_a": [[-0.005, 0.004, -0.018], [0.045, -0.177, -0.075], [0.026, -0.140, -0.015], [-0.003, 0.004, -0.002], [-0.007, 0.002, -0.011], [0.042, -0.025, 0.111], [0.066, 0.011, 0.031], [-0.028, 0.006, -0.010], [0.056, 0.013, -0.031], [0.027, 0.005, -0.001], [-0.022, -0.106, 0.078], [0.028, 0.017, 0.098], [-0.027, 0.008, -0.028], [0.002, 0.006, 0.024], [0.078, 0.026, -0.035], [-0.015, -0.016, 0.016], [-0.064, 0.049, 0.046], [-0.043, -0.019, -0.032], [-0.025, -0.007, 0.007], [0.053, 0.216, 0.118], [0.197, -0.205, 0.025], [0.009, -0.050, -0.174], [0.051, 0.016, 0.063], [-1.122, 1.000, 0.682], [-0.013, -0.013, 0.006], [0.010, 0.066, 0.001], [0.706, -0.228, -0.517], [-0.164, -0.080, -0.251], [-0.041, 0.152, -0.051], [0.003, 0.008, 0.007], [-0.021, -0.014, -0.013], [-0.026, 0.008, 0.017], [0.062, -0.002, -0.020], [-0.002, 0.060, 0.113], [0.045, 0.015, -0.055], [-0.092, -0.080, 0.026], [-0.104, 0.167, -0.131], [-0.020, 0.001, -0.001], [-0.300, -0.039, 0.092], [0.069, 0.018, -0.001], [-0.010, -0.007, -0.003], [-0.080, -0.153, -0.011], [-0.004, -0.032, 0.017], [-0.486, -0.466, -0.228], [0.598, -0.203, -0.445], [0.001, -0.014, 0.007], [0.017, -0.004, -0.026], [0.046, 0.025, 0.050], [0.007, 0.003, -0.005], [0.006, 0.016, 0.003], [0.008, 0.060, -0.023], [-0.155, -0.346, 0.023], [0.303, 0.022, -0.179], [0.053, 0.100, 0.014], [0.019, 0.024, 0.032], [0.037, -0.128, -0.117], [0.016, 0.008, -0.011], [0.152, -0.084, 0.621], [-0.024, 0.088, 0.100], [-0.045, 0.146, -0.061], [0.004, -0.005, 0.001], [0.000, 0.012, 0.036], [-0.002, -0.005, 0.002], [0.054, -0.076, 0.178], [-0.006, 0.002, 0.025], [0.064, 0.333, -0.078], [-0.003, 0.007, -0.016]], "mol_weight_g_mol": 609.58, "gap_ev": [5.2, 5.2], "energy_ev": -50541.2068, "fmax_ev_per_a": 1.650, "charge": 3}

=====

{"formula": "C23H29BiN8O2PS", "method": "the ωB97M-V functional and the def2-TZVPD basis", "symbols": ["C", "C", "H", "O", "C", "H", "C", "H", "N", "Bi", "H", "H", "C", "C", "H", "H", "H", "H", "H", "H", "H", "C", "H", "C", "C", "C", "C", "N", "C", "N", "N", "C", "H", "C", "P", "N", "H", "H", "H", "S", "H", "O", "H", "N", "N", "C", "C", "H", "C", "C", "H", "C", "H", "H", "H", "H", "H", "H", "H", "C", "H", "C", "C", "C", "N"], "xyz": [[0.107, -4.282, 3.045], [-0.600, 3.546, -0.898], [-0.945, 5.924, -1.938], [-0.300, 2.384, -0.551], [-3.789, 0.991, 0.064], [-4.201, 2.333, 1.683], [4.806, 1.069, -1.524], [0.000, 5.421, -0.024], [0.107, -5.378, 3.386], [-0.367, 0.397, 0.847], [-0.641, 1.814, -2.717], [-0.460, 5.380, -3.542], [-1.104, 5.161, -2.691], [-4.334, -2.662, -1.870], [-3.871, 3.126, 0.150], [3.398, 0.115, 2.388], [-6.307, -1.005, -1.013], [6.115, 2.465, 0.273], [-2.540, 2.421, 1.073], [-3.319, -4.336, -2.706], [3.229, 1.871, 2.372], [-1.940, -2.861, -1.958], [-2.143, 5.197, -3.024], [-2.913, -0.892, -0.961], [-3.582, 2.287, 0.787], [-1.142, -2.214, 2.400], [-5.110, 0.551, -0.192], [-2.738, 0.300, -0.314], [-3.225, -3.373, -2.223], [-1.938, -1.415, 2.156], [-0.782, 3.835, -2.184], [5.049, 2.342, 0.470], [-1.622, 2.820, -3.804], [2.907, 2.294, -0.656], [2.353, 0.847, 0.336], [1.192, -2.278, 2.411], [3.106, -1.430, -0.035], [4.698, 3.216, 1.021], [-5.941, 1.162, 0.133], [-0.124, -1.029, -1.168], [-0.580, 4.202, 1.116], [1.129, -1.056, 1.997], [4.271, 0.985, -2.471], [4.627, -0.163, -0.757], [4.877, 1.148, 1.295], [3.502, 1.004, 1.766], [0.073, -2.923, 2.611], [6.378, 0.077, 0.336], [-0.718, 2.785, -3.196], [-1.774, -1.640, -1.356], [2.747, -0.629, -1.564], [-0.738, 4.635, 0.132], [5.145, -0.922, 1.125], [2.419, 2.276, -1.633], [-1.726, 5.093, 0.097], [0.143, 2.946, -3.846], [-1.071, -3.441, -2.239], [2.603, 3.218, -0.158], [-5.328, -3.043, -2.065], [-4.194, -1.411, -1.228], [5.870, 1.182, -1.735], [-5.307, -0.637, -0.822], [5.309, -0.023, 0.530], [3.215, -0.495, -0.587], [4.360, 2.275, -0.821]], "forces_ev_per_a": [[-0.014, -0.034, 0.013], [0.025, -0.037, -0.114], [-0.011, -0.005, -0.006], [0.054, 0.146, 0.060], [-0.033, 0.042, 0.018], [-0.004, -0.005, 0.003], [0.026, -0.016, 0.003], [0.006, -0.006, -0.001], [-0.011, -0.010, 0.002], [0.223, 0.012, -0.024], [0.009, 0.003, -0.003], [-0.006, 0.002, -0.007], [0.011, 0.025, 0.017], [0.010, 0.006, 0.003], [-0.003, -0.009, -0.007], [0.015, 0.001, -0.010], [-0.002, -0.014, -0.007], [-0.004, 0.000, 0.005], [0.002, 0.008, 0.002], [-0.007, -0.006, 0.003], [-0.010, -0.001, -0.012], [-0.040, -0.029, -0.018], [0.000, 0.007, -0.009], [0.037, 0.069, -0.009], [0.020, 0.021, 0.014], [-0.029, 0.200, -0.139], [0.018, -0.017, -0.015], [0.008, -0.088, 0.062], [0.002, 0.031, 0.013], [-0.191, -0.174, 0.076], [-0.056, -0.031, 0.002], [0.035, 0.014, -0.011], [0.001, 0.007, 0.000], [0.103, 0.067, -0.076], [-0.468, -0.057, 0.039], [-0.049, -0.097, -0.055], [0.002, 0.015, 0.016], [-0.007, -0.005, 0.003], [-0.008, -0.001, 0.004], [0.036, -0.015, 0.033], [-0.010, -0.005, -0.004], [0.014, 0.020, 0.090], [-0.001, 0.001, 0.000], [-0.048, 0.015, 0.008], [-0.058, 0.004, 0.012], [0.119, 0.035, 0.068], [0.192, 0.037, 0.013], [-0.003, -0.002, 0.006], [-0.011, -0.018, -0.014], [0.011, -0.055, -0.037], [0.003, 0.012, 0.006], [0.016, 0.004, 0.025], [0.003, 0.000, -0.003], [0.000, -0.029, 0.003], [-0.006, 0.010, -0.002], [0.003, -0.001, 0.007], [0.018, 0.018, 0.003], [0.013, -0.011, 0.015], [-0.003, -0.004, -0.002], [-0.060, -0.031, -0.016], [-0.007, 0.002, -0.011], [0.028, 0.039, 0.015], [0.023, -0.010, -0.004], [0.113, -0.055, -0.058], [-0.037, 0.005, 0.009]], "mol_weight_g_mol": 721.56, "gap_ev": 8.1, "energy_ev": -66294.6009, "fmax_ev_per_a": 0.473, "charge": 1}

=====

{"formula": "C23H29FN2O4", "method": "the ωB97M-V functional and the def2-TZVPD basis", "symbols": ["H", "H", "C", "C", "H", "H", "H", "H", "H", "C", "H", "C", "C", "O", "N", "H", "N", "H", "C", "H", "C", "H", "C", "C", "C", "C", "C", "H", "H", "H", "C", "H", "C", "C", "H", "C", "H", "H", "C", "H", "H", "H", "H", "H", "C", "O", "H", "C", "C", "H", "H", "H", "H", "F", "C", "C", "O", "C", "O"], "xyz": [[0.431, -3.931, 0.480], [-0.143, -4.323, 7.122], [-0.015, 4.205, -7.573], [-0.342, 1.258, -2.578], [0.058, 0.548, -5.864], [-1.285, 2.272, -6.072], [-0.452, 5.060, -5.615], [1.350, -1.140, 2.888], [1.430, -2.098, -0.855], [0.985, -1.878, 0.116], [-0.201, -2.129, -2.566], [0.110, -0.989, 5.159], [0.498, -3.361, 5.301], [-0.493, -0.115, -0.710], [0.379, -2.957, 2.291], [-0.506, 3.537, -8.288], [-0.922, 3.075, -5.582], [1.580, -1.091, 0.584], [-0.265, 1.354, 4.931], [0.863, -4.266, 4.842], [-0.976, -2.462, 2.146], [0.268, 1.637, 5.844], [-0.450, -1.370, -0.046], [-0.209, -1.112, -2.927], [-1.077, -1.165, 1.333], [-0.226, 2.883, -4.435], [1.201, -2.178, 3.212], [-0.434, 2.096, -1.906], [0.048, -1.733, -4.949], [3.102, 3.933, -6.654], [-0.231, 1.476, -3.940], [-1.554, -3.247, 1.646], [0.597, -2.177, 4.591], [-0.342, -0.036, -2.054], [-1.049, -2.110, -0.600], [-0.063, -3.404, 6.566], [-0.551, -0.359, 1.845], [-0.078, 2.100, 4.161], [-0.525, -2.222, 7.106], [2.216, 5.436, -7.026], [-0.835, -0.132, 6.912], [1.829, 4.503, -5.551], [-2.121, -0.872, 1.223], [2.178, -2.669, 3.253], [-0.085, 0.393, -4.805], [0.319, 3.793, -3.838], [0.080, 5.203, -8.028], [2.135, 4.429, -6.599], [-0.451, -1.017, 6.431], [2.016, -3.489, 1.134], [-1.339, 1.305, 5.133], [-1.886, 4.635, -6.583], [-1.399, -2.313, 3.141], [-1.075, -2.226, 8.340], [0.991, -3.140, 0.992], [-0.876, 4.323, -6.300], [0.217, 0.140, 4.407], [-0.072, -0.887, -4.287], [1.247, 3.633, -7.355]], "forces_ev_per_a": [[0.084, -0.035, -0.042], [-0.017, -0.088, 0.087], [-0.186, 0.031, 0.134], [0.004, -0.054, 0.016], [0.020, 0.027, -0.101], [0.021, -0.010, 0.179], [-0.139, -0.030, -0.101], [0.107, -0.115, 0.001], [0.054, 0.025, -0.009], [-0.267, -0.075, -0.059], [0.010, -0.064, 0.075], [0.101, -0.404, 0.062], [-0.052, 0.303, 0.038], [-0.067, 0.156, -0.022], [0.064, -0.160, 0.130], [-0.029, 0.127, 0.006], [-0.177, -0.057, -0.274], [0.013, 0.070, -0.024], [-0.087, 0.222, 0.070], [0.044, -0.128, -0.073], [-0.150, 0.163, -0.044], [-0.030, -0.024, -0.024], [0.164, -0.217, 0.362], [-0.021, -0.131, 0.282], [0.063, -0.207, -0.280], [-0.212, -0.021, -0.129], [-0.009, 0.021, -0.039], [0.010, 0.106, 0.082], [0.023, -0.059, -0.041], [0.032, 0.084, 0.033], [0.151, -0.333, 0.254], [-0.072, 0.021, 0.055], [0.097, 0.305, -0.094], [0.016, 0.199, -0.290], [0.041, 0.088, 0.022], [-0.118, 0.051, 0.240], [0.018, 0.082, 0.012], [-0.035, -0.018, 0.087], [0.063, -0.077, -0.151], [0.030, 0.005, -0.013], [-0.039, 0.089, 0.045], [0.016, 0.023, -0.052], [-0.037, 0.048, 0.003], [-0.006, 0.099, -0.037], [-0.033, 0.054, -0.033], [0.113, 0.080, 0.251], [-0.038, -0.085, -0.009], [0.048, 0.038, 0.100], [-0.086, 0.163, 0.094], [-0.038, -0.056, -0.044], [0.040, -0.003, 0.011], [0.089, 0.058, 0.031], [-0.090, -0.053, -0.070], [0.063, 0.005, -0.137], [0.096, 0.052, -0.164], [0.359, 0.116, -0.216], [0.068, -0.305, -0.046], [-0.029, 0.037, -0.077], [-0.061, -0.140, -0.069]], "mol_weight_g_mol": 416.49, "gap_ev": 9.2, "smiles": "COCCNC(=O)c1cccc(OC2CCN(Cc3ccc(F)cc3OC)CC2)c1", "relative_energy_kcal_mol": 52.8, "energy_ev": -38208.9869, "fmax_ev_per_a": 0.453, "charge": 0}

=====

{"formula": "C23H29GeN3Pt", "method": "the ωB97M-V functional and the def2-TZVPD basis", "symbols": ["C", "C", "H", "H", "H", "H", "H", "H", "C", "H", "H", "Pt", "C", "C", "H", "H", "H", "H", "C", "H", "H", "C", "H", "H", "C", "C", "H", "H", "H", "Ge", "C", "H", "H", "H", "C", "C", "H", "H", "C", "C", "C", "H", "H", "C", "C", "C", "N", "C", "N", "C", "C", "C", "H", "H", "N", "C", "H"], "xyz": [[-4.311, -0.276, 1.133], [-0.672, 2.309, 0.441], [-1.522, 4.876, -1.582], [-6.379, -0.025, 1.635], [1.911, 2.680, -0.910], [-0.097, 4.381, 0.362], [3.762, 3.767, 0.251], [3.481, 2.329, -1.679], [-0.978, -2.721, -2.966], [4.568, 2.216, 0.501], [0.603, -4.030, -3.583], [1.583, 0.371, 1.689], [-5.656, -1.962, 2.185], [-1.441, 1.295, -0.110], [2.087, 3.122, 1.745], [-2.877, 3.087, -2.602], [3.089, -1.132, -1.368], [1.942, -3.645, -1.549], [-2.258, 2.872, -1.743], [5.043, 0.204, 0.548], [-4.210, 0.721, 0.722], [-0.721, -1.667, -0.812], [3.441, 2.533, 2.470], [-1.558, -2.877, -3.866], [-0.082, -0.615, 2.142], [-2.233, 1.595, -1.209], [-6.597, -2.277, 2.616], [-2.419, -1.414, -2.086], [1.686, 0.514, -1.199], [-1.357, -0.530, 0.707], [3.569, -0.231, -0.983], [1.079, -2.093, 0.216], [-0.374, -1.020, 3.105], [-4.672, -3.823, 2.575], [-0.691, 3.591, -0.081], [0.241, -3.360, -2.814], [5.116, -1.432, -0.115], [3.174, -1.962, 1.160], [-1.456, -1.891, -1.967], [0.991, -3.140, -1.669], [-3.365, -2.403, 1.652], [4.254, 0.161, -1.750], [-2.514, -3.070, 1.639], [-3.209, -1.117, 1.149], [4.430, -0.639, 0.226], [-1.492, 3.875, -1.175], [3.611, -1.065, 1.349], [0.510, -2.293, -0.687], [2.843, 2.448, 1.654], [3.590, 2.693, 0.425], [-4.574, -2.825, 2.169], [2.849, 2.131, -0.796], [4.159, -1.141, 2.200], [-0.053, 2.058, 1.310], [2.522, 0.723, -0.662], [-5.528, -0.693, 1.643], [-2.840, 0.820, -1.657]], "forces_ev_per_a": [[0.082, 0.232, -0.118], [0.093, 0.086, 0.452], [0.007, 0.055, -0.044], [-0.035, 0.054, -0.004], [0.019, -0.038, -0.062], [0.031, 0.033, 0.075], [0.031, -0.192, 0.041], [-0.134, 0.005, 0.023], [-0.060, -0.049, -0.176], [-0.039, 0.056, 0.102], [0.017, 0.010, -0.019], [-1.455, -1.469, 1.188], [-0.134, 0.039, -0.025], [0.029, -0.465, 0.525], [0.118, -0.168, 0.095], [-0.055, 0.012, -0.045], [-0.006, 0.007, -0.106], [0.024, 0.011, 0.035], [-0.093, 0.075, -0.166], [-0.002, -0.062, 0.042], [-0.043, 0.105, 0.048], [-0.119, 0.254, 0.711], [-0.193, -0.009, -0.054], [-0.051, -0.021, -0.013], [1.672, 1.943, -0.512], [-0.065, -0.220, -0.017], [-0.039, -0.019, -0.028], [-0.152, -0.008, -0.057], [0.103, -0.003, 0.251], [-0.350, 0.052, -0.974], [0.256, -0.022, 0.306], [0.078, -0.115, -0.039], [0.116, -0.382, 0.030], [-0.001, -0.053, 0.011], [-0.034, 0.153, -0.109], [0.089, -0.062, -0.082], [-0.029, 0.197, 0.011], [0.021, 0.137, 0.167], [-0.170, 0.113, -0.001], [0.152, -0.164, -0.162], [0.200, -0.064, -0.044], [-0.079, -0.098, -0.086], [0.034, -0.157, 0.101], [0.709, 0.217, -0.069], [0.140, -0.074, -0.367], [0.059, 0.162, -0.066], [0.001, 0.228, 0.002], [0.173, 0.005, 0.275], [-0.398, -0.531, 0.123], [0.059, 0.061, -0.551], [-0.070, -0.217, 0.099], [0.231, 0.193, 0.177], [-0.183, -0.058, -0.097], [-0.226, 0.238, -0.259], [-0.003, 0.022, -0.504], [-0.205, 0.010, 0.061], [-0.120, -0.042, -0.095]], "mol_weight_g_mol": 615.19, "gap_ev": [6.7, 6.8], "relative_energy_kcal_mol": 22.5, "energy_ev": -88551.4785, "fmax_ev_per_a": 2.614, "charge": 0}